{
  "formula": "C3H3NO4P",
  "method": "ωB97M-V/def2-TZVPD",
  "de_lowest_ev": 0.306,
  "smiles": "CC(=O)O[P@](=O)([O-])C#N",
  "charge": -1,
  "species": ["C", "C", "O", "O", "P", "O", "O", "C", "N", "H", "H", "H"],
  "positions_angstrom": [[0.193, 0.163, 0.315], [-1.099, 0.789, 0.029], [-1.311, 1.966, 0.027], [-1.983, -0.142, -0.075], [-3.763, 0.364, -0.083], [-4.223, 0.685, -1.440], [-4.069, 1.310, 1.048], [-4.191, -1.354, 0.104], [-4.480, -2.459, -0.025], [0.147, 0.026, 1.412], [0.325, -0.636, -0.431], [1.000, 0.939, 0.316]]
}

=====

{
  "formula": "C20H43FNO6P2",
  "method": "ωB97M-V/def2-TZVPD",
  "charge": -1,
  "total_energy_ev": -56497.5423,
  "species": ["C", "O", "C", "P", "C", "C", "N", "C", "C", "O", "C", "O", "C", "C", "F", "P", "C", "C", "H", "H", "H", "H", "H", "H", "H", "H", "H", "H", "H", "H", "H", "H", "H", "H", "H", "H", "H", "H", "H", "H", "H", "H", "H", "C", "C", "O", "C", "H", "H", "H", "H", "H", "H", "C", "C", "O", "C", "H", "H", "H", "H", "H", "H", "C", "C", "O", "C", "H", "H", "H", "H", "H", "H"],
  "positions_angstrom": [[-2.244, -2.465, -0.568], [-2.394, -2.451, 0.891], [-2.081, -1.097, 1.456], [-0.270, -0.924, 2.077], [-0.112, 0.535, 0.820], [0.073, 0.007, -0.759], [1.297, -0.308, -1.320], [-0.720, 0.340, 3.420], [-0.165, 0.140, 4.914], [-1.265, -0.109, 5.904], [-0.593, -0.821, 7.015], [-0.944, -2.074, 7.316], [-0.390, -2.453, 3.236], [-1.786, -2.669, 4.025], [-0.168, -3.695, 2.399], [1.871, -0.915, 2.553], [2.573, 0.738, 3.056], [2.917, -1.950, 1.366], [-2.700, -3.503, -0.941], [-2.835, -1.636, -1.145], [-1.097, -2.522, -0.833], [-2.346, -0.361, 0.553], [-2.906, -0.891, 2.254], [0.081, -1.855, 1.016], [0.845, 1.209, 0.989], [-1.017, 1.310, 0.909], [-0.911, -0.037, -1.421], [1.979, -0.151, -0.539], [-1.893, 0.544, 3.515], [-0.299, 1.388, 3.025], [0.305, 1.179, 5.269], [0.642, -0.664, 5.123], [0.253, -0.326, 7.677], [0.500, -2.519, 4.029], [-2.437, -1.716, 4.218], [-2.441, -3.436, 3.395], [-1.559, -3.213, 5.047], [3.329, 0.611, 3.967], [3.249, 1.160, 2.167], [1.840, 1.594, 3.360], [2.254, -2.741, 0.800], [3.776, -2.517, 1.971], [3.469, -1.307, 0.562], [4.232, -2.471, -2.558], [5.430, -2.960, -1.789], [5.691, -2.526, -0.668], [6.297, -4.002, -2.444], [3.700, -1.722, -1.962], [4.555, -2.009, -3.494], [3.554, -3.304, -2.759], [6.712, -3.608, -3.375], [5.710, -4.904, -2.640], [7.123, -4.261, -1.774], [-3.380, 2.075, -3.026], [-3.642, 2.204, -1.550], [-3.436, 1.266, -0.781], [-4.166, 3.524, -1.051], [-3.005, 1.069, -3.242], [-4.308, 2.230, -3.583], [-2.625, 2.803, -3.335], [-5.129, 3.743, -1.519], [-3.446, 4.316, -1.271], [-4.308, 3.471, 0.034], [-1.469, 4.075, -7.150], [-1.298, 4.089, -5.654], [-1.647, 3.133, -4.963], [-0.683, 5.317, -5.038], [-1.925, 3.127, -7.454], [-2.126, 4.893, -7.456], [-0.495, 4.166, -7.636], [-1.304, 6.190, -5.250], [0.327, 5.463, -5.430], [-0.621, 5.185, -3.952]]
}